No. 1
# C41H59ClIN2O27

A structure of composition C41H59ClIN2O27 in a non-equilibrium geometry (wB97M-V/def2-TZVPD, OMol25).

Properties
- F_max: 1.7 eV/Å
- Highest occupied orbital energy: -11.96 eV
- LUMO energy: -3.943 eV
- Frontier orbital gap: 8.0 eV
- Charge: +1

The geometry in XYZ format:
```
131
Properties=species:S:1:pos:R:3:lowdin_charge:R:1
C -4.294 -0.788 2.340 -0.023
C -2.886 -0.267 2.319 -0.222
C -1.855 -1.045 2.861 -0.034
N -0.597 -0.668 2.856 0.057
N -0.341 0.484 2.296 -0.463
I 1.663 0.985 2.277 1.209
C -1.212 1.324 1.762 -0.127
C -2.556 0.953 1.760 -0.567
Cl -3.699 2.007 1.073 0.839
H -4.261 -1.841 2.059 0.099
H -4.709 -0.748 3.346 0.106
H -4.904 -0.228 1.642 0.058
H -2.072 -2.010 3.296 0.138
H -0.888 2.254 1.314 0.098
C 1.448 3.370 -4.145 0.007
C 1.299 3.224 -2.658 -0.296
C 0.765 1.880 -2.220 -0.060
O 0.074 2.223 -0.997 0.009
C -0.290 3.520 -1.092 -0.577
O -1.042 4.046 -0.322 0.122
O 0.284 4.120 -2.137 0.105
H 1.910 4.326 -4.392 0.099
H 2.067 2.574 -4.560 0.098
H 0.474 3.359 -4.629 0.063
H 2.240 3.462 -2.154 0.150
H 1.550 1.151 -2.032 0.140
H 0.042 1.459 -2.921 0.141
C 0.682 -3.915 2.690 -0.027
C 1.178 -4.964 3.652 -0.324
C 2.082 -4.433 4.740 -0.092
O 2.912 -5.568 5.020 0.067
C 2.960 -6.332 3.900 -0.558
O 3.702 -7.241 3.732 0.174
O 2.038 -5.908 2.995 0.084
H -0.031 -4.351 1.988 0.087
H 0.192 -3.100 3.220 0.054
H 1.501 -3.510 2.095 0.094
H 0.336 -5.517 4.079 0.161
H 1.542 -4.124 5.626 0.103
H 2.715 -3.609 4.400 0.146
C -4.645 1.768 -7.061 -0.018
C -3.157 1.949 -6.911 -0.317
C -2.646 1.760 -5.507 -0.089
O -1.488 2.612 -5.484 0.026
C -1.691 3.595 -6.403 -0.565
O -1.009 4.565 -6.495 0.162
O -2.759 3.316 -7.174 0.097
H -4.934 1.829 -8.109 0.090
H -4.948 0.797 -6.674 0.081
H -5.181 2.558 -6.534 0.092
H -2.625 1.303 -7.612 0.159
H -2.368 0.732 -5.300 0.109
H -3.348 2.105 -4.742 0.142
C 7.291 4.577 -2.982 -0.018
C 5.956 3.910 -3.194 -0.326
C 5.577 2.895 -2.134 -0.097
O 4.745 1.984 -2.868 0.035
C 5.128 2.051 -4.175 -0.571
O 4.768 1.292 -5.013 0.168
O 5.962 3.091 -4.378 0.095
H 7.456 5.350 -3.730 0.091
H 7.341 5.035 -1.994 0.093
H 8.100 3.853 -3.084 0.096
H 5.172 4.664 -3.311 0.157
H 5.025 3.334 -1.306 0.132
H 6.437 2.347 -1.743 0.140
C -1.156 -2.687 -2.718 -0.018
C -2.338 -2.768 -3.650 -0.310
C -2.291 -3.912 -4.633 -0.086
O -3.036 -3.376 -5.748 0.093
C -2.931 -2.039 -5.710 -0.557
O -3.266 -1.298 -6.581 0.157
O -2.381 -1.629 -4.537 0.062
H -1.300 -1.894 -1.982 0.075
H -1.024 -3.631 -2.191 0.083
H -0.247 -2.451 -3.272 0.094
H -3.270 -2.784 -3.078 0.162
H -2.743 -4.807 -4.256 0.085
H -1.278 -4.143 -4.972 0.150
C -0.247 -9.814 -3.902 -0.016
C -1.394 -8.862 -4.122 -0.317
C -1.186 -7.866 -5.240 -0.072
O -1.978 -6.742 -4.806 0.039
C -2.035 -6.808 -3.444 -0.542
O -2.444 -5.934 -2.734 0.134
O -1.569 -7.980 -2.994 0.104
H -0.502 -10.552 -3.142 0.090
H -0.001 -10.340 -4.824 0.095
H 0.634 -9.279 -3.547 0.095
H -2.325 -9.416 -4.260 0.161
H -1.543 -8.229 -6.200 0.144
H -0.148 -7.543 -5.339 0.144
C -1.528 3.701 8.084 -0.014
C -1.060 3.941 6.673 -0.305
C -2.048 3.541 5.597 -0.073
O -1.173 3.198 4.501 0.053
C 0.006 2.821 5.036 -0.566
O 0.883 2.297 4.402 -0.109
O 0.069 3.096 6.338 0.116
H -0.803 4.089 8.798 0.093
H -2.484 4.193 8.260 0.097
H -1.631 2.633 8.278 0.096
H -0.745 4.979 6.549 0.163
H -2.720 4.345 5.310 0.143
H -2.632 2.659 5.865 0.140
C -2.466 7.620 -2.417 -0.017
C -0.975 7.745 -2.236 -0.326
C -0.492 7.550 -0.816 -0.096
O 0.691 8.357 -0.784 0.059
C 0.546 9.337 -1.715 -0.563
O 1.260 10.278 -1.815 0.170
O -0.526 9.086 -2.504 0.088
H -2.730 7.685 -3.472 0.088
H -2.819 6.664 -2.029 0.086
H -2.984 8.431 -1.905 0.093
H -0.455 7.071 -2.922 0.156
H -0.256 6.513 -0.591 0.112
H -1.195 7.930 -0.070 0.141
C 3.379 -3.946 11.130 -0.019
C 2.222 -3.940 10.165 -0.319
C 2.228 -5.072 9.160 -0.077
O 1.550 -4.480 8.040 0.051
C 1.739 -3.143 8.108 -0.571
O 1.470 -2.385 7.227 0.143
O 2.272 -2.790 9.292 0.095
H 3.263 -3.158 11.873 0.088
H 3.442 -4.903 11.649 0.095
H 4.317 -3.759 10.606 0.095
H 1.275 -3.905 10.709 0.159
H 1.695 -5.954 9.505 0.141
H 3.234 -5.359 8.846 0.145
```

=====

No. 2
# C4H3N2OS

The ion C4H3N2OS with charge -1 in a non-equilibrium geometry (wB97M-V/def2-TZVPD, OMol25).

Properties
- F_max: 3.8 eV/Å
- Highest occupied orbital energy (alpha / beta): -2.94 / -2.94 eV
- LUMO energy (alpha / beta): 3.870 / 3.870 eV
- ΔE to the lowest compared entry with this formula, charge and spin: 135.2 kJ/mol
- Frontier orbital gap (alpha / beta): 6.8 / 6.8 eV
- Charge: -1

The geometry in XYZ format:
```
11
Properties=species:S:1:pos:R:3:lowdin_charge:R:1
O -0.380 -2.225 1.276 0.007
C 0.018 -1.324 0.601 -0.425
C 0.597 -1.248 -0.677 -0.154
N 0.749 -0.157 -1.478 0.001
C 0.344 1.069 -1.037 -0.220
C -0.270 1.227 0.174 -0.257
N -0.363 0.261 1.123 -0.536
S -1.175 0.600 2.532 0.320
H 0.754 -2.311 -1.036 0.108
H 0.413 1.964 -1.799 0.112
H -0.686 2.143 0.321 0.044
```

=====

No. 3
# C52H132N8O18

A cluster of 10 separate species, C52H132N8O18 in total in a non-equilibrium geometry (wB97M-V/def2-TZVPD, OMol25).

Properties
- F_max: 4.2 eV/Å
- Highest occupied orbital energy: -8.09 eV
- LUMO energy: 0.568 eV
- ΔE to the lowest compared entry with this formula, charge and spin: 369.2 kJ/mol
- Frontier orbital gap: 8.7 eV

The geometry in XYZ format:
```
210
Properties=species:S:1:pos:R:3:lowdin_charge:R:1
C 4.773 3.253 -3.344 -0.092
O 3.388 3.562 -3.444 -0.188
C 2.687 2.561 -4.143 -0.246
C 1.240 2.978 -4.314 -0.195
N 0.521 2.920 -3.052 -0.076
C -0.909 3.228 -3.147 -0.172
C -1.390 3.417 -1.715 -0.203
O -0.566 4.388 -1.074 -0.188
C -0.502 4.173 0.322 -0.080
H 5.274 4.077 -2.839 0.087
H 5.171 3.156 -4.359 0.088
H 4.880 2.346 -2.740 0.085
H 2.666 1.633 -3.553 0.107
H 3.128 2.339 -5.121 0.123
H 0.835 2.215 -4.990 0.122
H 1.174 3.946 -4.824 0.124
H 0.893 3.580 -2.375 0.111
H -1.425 2.417 -3.657 0.096
H -1.063 4.171 -3.689 0.125
H -1.338 2.483 -1.149 0.103
H -2.422 3.776 -1.689 0.124
H -1.465 4.452 0.764 0.089
H 0.253 4.824 0.765 0.075
H -0.256 3.144 0.597 0.072
C -4.087 -6.726 -2.246 -0.095
O -3.312 -5.642 -2.731 -0.204
C -4.111 -4.546 -3.122 -0.224
C -3.361 -3.655 -4.099 -0.201
N -4.237 -2.556 -4.541 -0.032
C -3.476 -1.661 -5.409 -0.214
C -4.294 -0.528 -5.976 -0.242
O -5.156 -1.021 -7.005 -0.185
C -5.875 0.027 -7.605 -0.121
H -4.408 -6.486 -1.225 0.076
H -3.365 -7.528 -2.081 0.091
H -4.923 -7.058 -2.860 0.092
H -4.437 -3.960 -2.254 0.112
H -5.013 -4.892 -3.639 0.124
H -3.165 -4.265 -4.993 0.129
H -2.413 -3.273 -3.723 0.075
H -4.895 -2.949 -5.214 0.114
H -2.963 -2.215 -6.209 0.132
H -2.708 -1.154 -4.811 0.092
H -3.614 0.213 -6.415 0.129
H -4.919 0.020 -5.265 0.081
H -6.686 0.444 -6.998 0.090
H -6.371 -0.348 -8.501 0.086
H -5.181 0.817 -7.907 0.087
C 1.659 6.832 2.966 -0.113
O 2.993 6.597 3.318 -0.191
C 3.413 7.312 4.465 -0.235
C 4.718 6.812 5.034 -0.211
N 4.642 5.361 5.194 -0.053
C 5.988 4.791 5.359 -0.205
C 5.856 3.280 5.212 -0.238
O 5.686 2.971 3.845 -0.177
C 5.865 1.594 3.582 -0.099
H 1.433 6.344 2.022 0.072
H 1.379 7.888 2.898 0.092
H 1.013 6.389 3.735 0.074
H 2.597 7.196 5.195 0.121
H 3.419 8.386 4.232 0.123
H 4.949 7.315 5.972 0.121
H 5.516 7.085 4.328 0.116
H 4.245 4.922 4.370 0.099
H 6.326 4.995 6.377 0.118
H 6.725 5.162 4.639 0.119
H 5.030 2.927 5.839 0.120
H 6.744 2.747 5.579 0.120
H 5.268 0.943 4.231 0.064
H 6.901 1.314 3.798 0.095
H 5.618 1.386 2.547 0.063
C 4.140 -3.720 -0.831 -0.125
O 3.274 -3.862 0.266 -0.153
C 2.217 -2.935 0.039 -0.242
C 1.229 -3.022 1.208 -0.187
N 1.843 -2.591 2.468 -0.011
C 2.244 -1.181 2.393 -0.200
C 2.265 -0.540 3.776 -0.217
O 3.414 -0.993 4.490 -0.178
C 3.614 -0.274 5.678 -0.140
H 3.632 -4.056 -1.746 0.076
H 5.032 -4.344 -0.750 0.093
H 4.436 -2.682 -1.006 0.063
H 1.702 -3.125 -0.911 0.092
H 2.601 -1.918 -0.096 0.102
H 0.968 -4.084 1.200 0.105
H 0.297 -2.518 0.943 0.104
H 2.610 -3.238 2.598 0.107
H 1.534 -0.547 1.858 0.095
H 3.229 -1.156 1.921 0.096
H 1.359 -0.751 4.351 0.132
H 2.427 0.536 3.627 0.078
H 4.635 -0.334 6.061 0.085
H 3.047 -0.737 6.498 0.090
H 3.340 0.781 5.602 0.084
C -1.782 -4.058 3.141 -0.067
O -2.834 -3.813 2.253 -0.272
C -3.410 -4.939 1.615 -0.164
C -2.386 -5.869 1.000 -0.192
N -1.597 -5.189 -0.031 -0.108
C -0.507 -6.040 -0.539 -0.156
C 0.276 -5.280 -1.592 -0.199
O -0.252 -5.668 -2.847 -0.183
C 0.221 -4.910 -3.933 -0.097
H -1.462 -3.098 3.544 0.080
H -0.889 -4.498 2.688 0.090
H -2.083 -4.675 3.997 0.115
H -4.158 -4.608 0.894 0.126
H -3.980 -5.465 2.396 0.134
H -2.924 -6.733 0.583 0.115
H -1.704 -6.244 1.764 0.115
H -2.219 -5.066 -0.828 0.085
H -0.954 -6.978 -0.893 0.124
H 0.121 -6.279 0.325 0.119
H 1.298 -5.665 -1.467 0.131
H 0.204 -4.197 -1.484 0.081
H -0.068 -3.853 -3.829 0.065
H -0.214 -5.277 -4.858 0.093
H 1.318 -4.935 -3.938 0.089
C -5.215 -1.549 2.844 -0.108
O -4.028 -0.821 2.675 -0.201
C -2.897 -1.574 3.100 -0.241
C -1.672 -0.771 2.734 -0.190
N -1.594 0.447 3.515 -0.016
C -0.489 1.268 3.061 -0.206
C -0.526 2.595 3.798 -0.213
O -1.697 3.299 3.438 -0.206
C -1.694 4.622 3.943 -0.086
H -6.083 -0.925 2.621 0.086
H -5.366 -1.902 3.870 0.091
H -5.259 -2.409 2.165 0.083
H -2.870 -2.532 2.564 -0.015
H -2.966 -1.802 4.168 0.136
H -1.768 -0.560 1.655 0.116
H -0.778 -1.394 2.831 0.105
H -2.464 0.964 3.505 0.097
H -0.487 1.430 1.974 0.098
H 0.464 0.762 3.237 0.078
H 0.331 3.210 3.493 0.121
H -0.435 2.394 4.871 0.129
H -0.865 5.190 3.507 0.065
H -1.506 4.558 5.023 0.093
H -2.674 5.060 3.781 0.077
C 3.259 1.159 1.518 -0.108
O 1.934 0.945 1.051 -0.248
C 1.883 0.950 -0.377 -0.171
C 0.706 0.105 -0.816 -0.180
N 0.573 0.049 -2.274 -0.041
C -0.684 -0.531 -2.762 -0.158
C -1.066 -1.831 -2.104 -0.212
O -1.671 -1.645 -0.839 -0.184
C -2.294 -2.792 -0.306 -0.083
H 3.899 0.336 1.185 0.066
H 3.239 1.306 2.595 0.074
H 3.644 2.082 1.065 0.114
H 2.850 0.644 -0.792 0.121
H 1.759 2.006 -0.650 0.121
H -0.217 0.383 -0.285 0.114
H 0.854 -0.892 -0.378 0.090
H 0.557 1.043 -2.541 0.066
H -0.464 -0.869 -3.782 0.118
H -1.455 0.244 -2.748 0.107
H -0.195 -2.498 -2.064 0.101
H -1.826 -2.313 -2.737 0.082
H -2.732 -2.478 0.643 0.087
H -1.545 -3.559 -0.072 0.049
H -3.078 -3.196 -0.957 0.086
C -3.963 1.379 -3.828 -0.127
O -3.913 1.636 -2.436 -0.195
C -4.353 0.484 -1.706 -0.188
C -4.128 0.770 -0.238 -0.206
N -4.942 1.861 0.283 -0.021
C -4.555 2.114 1.672 -0.200
C -5.131 3.466 2.053 -0.222
O -4.441 4.457 1.309 -0.205
C -4.890 5.767 1.479 -0.125
H -3.288 0.588 -4.168 0.054
H -3.714 2.287 -4.376 0.101
H -5.007 1.128 -4.049 0.084
H -3.824 -0.426 -2.004 0.110
H -5.421 0.379 -1.930 0.129
H -3.075 1.058 -0.080 0.112
H -4.236 -0.189 0.271 0.111
H -4.678 2.704 -0.221 0.099
H -3.470 2.156 1.834 0.107
H -5.018 1.390 2.341 0.109
H -5.125 3.705 3.125 0.121
H -6.212 3.505 1.860 0.121
H -4.565 6.155 2.458 0.078
H -5.983 5.856 1.532 0.087
H -4.498 6.432 0.714 0.087
C 4.159 -2.470 -4.619 -0.084
C 2.967 -1.635 -4.223 -0.329
O 3.019 -1.368 -2.832 -0.117
H 4.068 -3.444 -4.132 0.062
H 5.132 -2.038 -4.387 0.077
H 4.161 -2.676 -5.692 0.074
H 2.035 -2.164 -4.461 0.099
H 2.919 -0.701 -4.798 0.101
H 2.197 -0.894 -2.589 0.027
C 6.220 -0.444 -0.026 -0.068
C 6.291 -1.583 0.987 -0.297
O 7.041 -1.097 2.112 -0.085
H 5.823 0.453 0.439 0.048
H 5.556 -0.743 -0.842 0.061
H 7.221 -0.306 -0.433 0.080
H 6.626 -2.545 0.593 0.107
H 5.301 -1.787 1.415 0.093
H 6.637 -1.441 2.912 0.078
```

=====

Q: Among the records above, which one has the highest F_max?
A: C52H132N8O18

=====

Q: Which of these has the highest F_max?
A: C52H132N8O18